*w*
The following is a quantum chemistry calculation of C2H4N2O2 in the gas phase, from the OMol25 dataset.

LUMO energy (spin up / spin down)	-0.74 / -0.74	eV
HOMO energy (spin up / spin down)	-9.34 / -9.34	eV
M	88.1	g mol⁻¹
structure (SMILES)	C=[N+]([O-])C(N)=O

```
! wB97M-V def2-TZVPD RIJCOSX def2/J DEFGRID3
* xyz 0 1
C 0.7948 1.5156 0.1088
N 0.8282 0.2576 -0.1403
O 1.8720 -0.4322 -0.4643
C -0.4784 -0.3791 -0.0827
N -0.7342 -1.6553 0.0741
O -1.7856 0.5910 -0.4390
H 1.6693 2.2262 0.0740
H -0.3099 1.9990 0.2696
H -0.1266 -2.3393 0.4730
H -1.7295 -1.7834 0.1267
*
```

*x*
The following is a quantum chemistry calculation of C2H4N2O2 in the gas phase, from the OMol25 dataset.

LUMO energy	-0.52	eV
HOMO energy	-10.16	eV
M	88.1	g mol⁻¹
structure (SMILES)	N/C(C=O)=N\O

```
! wB97M-V def2-TZVPD RIJCOSX def2/J DEFGRID3
* xyz 0 1
N 0.6084 0.4423 0.7816
C -0.0896 -0.1140 -0.4054
C -0.3926 -1.5192 -0.1178
O -0.9062 -2.2440 -1.0198
N -0.6648 0.6973 -1.2327
O -0.2325 1.9243 -1.1479
H 1.5002 0.1186 0.7873
H 0.0421 0.4940 1.7187
H -0.0225 -1.8850 0.8367
H 0.1576 2.0858 -0.2008
*
```

*y*
The following is a quantum chemistry calculation of C2H4N2O2 in the gas phase, from the OMol25 dataset.

LUMO energy (spin up / spin down)	-0.88 / -1.67	eV
HOMO energy (spin up / spin down)	-8.99 / -9.15	eV
M	88.1	g mol⁻¹
structure (SMILES)	[H]/N=N\COC=O

```
! wB97M-V def2-TZVPD RIJCOSX def2/J DEFGRID3
* xyz 0 1
H -1.1438 1.0060 -1.1916
N -0.5275 0.2161 -1.4135
N 0.7043 0.3896 -1.2520
C 1.1620 0.2812 0.1639
O 0.0602 0.5489 0.9788
C -1.0342 -0.6691 0.5394
O -0.7100 -1.8261 0.6344
H 1.5251 -0.7441 0.3370
H 1.9418 1.0406 0.2966
H -1.9777 -0.2432 0.9070
*
```

Tell me which of them is the least stable. Sure, it is *w*.

*w*
The following is a quantum chemistry calculation of 2 unconnected molecules or ions with the total composition C4H12, from the OMol25 dataset.

LUMO energy (spin up / spin down)	-2.95 / -11.39	eV
expectation value of S²	0.75
HOMO energy (spin up / spin down)	-16.32 / -14.32	eV
M	60.1	g mol⁻¹

```
! wB97M-V def2-TZVPD RIJCOSX def2/J DEFGRID3
* xyz 1 2
C 0.0359 -1.8923 -1.2681
C 1.6203 -2.0578 -1.5564
H -0.0966 -2.5501 -0.4028
H -0.1046 -0.8416 -1.0243
H -0.5373 -2.0016 -2.1810
H 1.5813 -1.9558 -2.6512
H 2.1944 -1.3740 -0.9311
H 2.0330 -3.0055 -1.2194
C -0.3006 2.4220 1.2660
C -1.4929 1.5544 1.4994
H -0.4467 3.1974 0.5215
H 0.0272 2.8806 2.2436
H 0.6702 1.9282 1.1079
H -1.3614 0.7350 0.7408
H -2.4470 2.0597 1.4783
H -1.3752 0.9013 2.3768
*
```

*x*
The following is a quantum chemistry calculation of 2 unconnected molecules or ions with the total composition C4H12, from the OMol25 dataset.

LUMO energy (spin up / spin down)	-3.62 / -11.53	eV
expectation value of S²	0.75
HOMO energy (spin up / spin down)	-14.52 / -14.51	eV
M	60.1	g mol⁻¹

```
! wB97M-V def2-TZVPD RIJCOSX def2/J DEFGRID3
* xyz 1 2
C 0.5363 -0.4561 -2.6240
C -0.3100 -1.2731 -1.6111
H 0.7784 0.5218 -2.1842
H 1.3681 -1.1698 -2.8156
H 0.0867 -0.2050 -3.5850
H -0.5774 -0.6866 -0.7335
H 0.1479 -2.2217 -1.2998
H -1.1226 -1.6179 -2.2953
C 0.2662 1.4138 1.7652
C -0.5446 0.3889 2.4953
H 1.3241 1.3388 2.0223
H 0.1971 1.4017 0.6722
H 0.0063 2.4219 2.1193
H -0.1547 -0.6247 2.1817
H -0.3790 0.4432 3.5761
H -1.6229 0.3247 2.3162
*
```

*y*
The following is a quantum chemistry calculation of 2 unconnected molecules or ions with the total composition C4H12, from the OMol25 dataset.

LUMO energy (spin up / spin down)	-3.29 / -11.48	eV
expectation value of S²	0.75
HOMO energy (spin up / spin down)	-15.78 / -15.49	eV
M	60.1	g mol⁻¹

```
! wB97M-V def2-TZVPD RIJCOSX def2/J DEFGRID3
* xyz 1 2
C 0.1778 -2.0165 -0.1185
C -1.0823 -1.6634 -1.0029
H -0.0721 -2.1796 0.9392
H 0.5991 -3.0054 -0.3719
H 0.9797 -1.2733 -0.1722
H -1.9114 -1.2817 -0.4745
H -0.6481 -0.9871 -1.7498
H -1.4180 -2.6572 -1.5120
C -0.0556 2.4800 0.5766
C 0.8881 1.3007 0.4548
H -0.9510 2.1397 1.0690
H 0.4053 3.2445 1.3401
H -0.0543 3.0833 -0.2088
H 1.8730 1.4587 0.0389
H 0.2463 0.6080 -0.2205
H 1.0236 0.7495 1.4126
*
```

Tell me which of them is the least stable. Sure, it is *y*.

*w*
The following is a quantum chemistry calculation of C6H14N2O in the gas phase, from the OMol25 dataset.

LUMO energy	0.87	eV
HOMO energy	-8.83	eV
M	130.2	g mol⁻¹
structure (SMILES)	CCC[C@@](C)(N)C(N)=O

```
! wB97M-V def2-TZVPD RIJCOSX def2/J DEFGRID3
* xyz 0 1
C 2.4112 -0.7027 0.1065
C 1.4095 -0.4870 -1.0137
C 0.3997 0.8741 -0.6749
C -0.9117 0.7571 0.0380
C -0.8856 0.9615 1.5425
N -1.9190 1.5912 -0.5666
C -1.1341 -0.8018 -0.4168
N -0.9508 -1.7253 0.5774
O -1.7555 -1.0331 -1.4344
H 1.9468 -1.1311 0.9951
H 2.8854 0.2368 0.3909
H 3.2054 -1.3795 -0.2123
H 1.9230 -0.1655 -1.9215
H 0.9549 -1.4294 -1.3171
H 0.2575 1.2626 -1.6816
H 1.0555 1.5453 -0.1239
H -1.7764 0.5339 2.0035
H 0.0015 0.5265 1.9943
H -0.8796 2.0335 1.7371
H -2.8116 1.4458 -0.1046
H -2.0469 1.3293 -1.5395
H -0.2928 -1.5544 1.3175
H -1.0865 -2.6878 0.3041
*
```

*x*
The following is a quantum chemistry calculation of 2 unconnected molecules or ions with the total composition C6H14N2O, from the OMol25 dataset.

LUMO energy (spin up / spin down)	-0.35 / -0.35	eV
HOMO energy (spin up / spin down)	-7.55 / -7.55	eV
M	130.2	g mol⁻¹

```
! wB97M-V def2-TZVPD RIJCOSX def2/J DEFGRID3
* xyz 0 1
C 0.7678 1.1986 1.0396
C 2.0792 1.7153 0.5450
N 0.6539 0.2381 1.9328
H -0.3859 -0.4030 1.7322
H 1.4661 -0.3729 1.9819
H -0.0812 1.8735 0.9767
H -1.9761 0.8568 -0.3041
H 2.4292 2.5095 1.2111
H 2.8410 0.9342 0.5193
H 1.9621 2.1368 -0.4522
C 0.8993 -1.1732 -0.8804
C -2.1193 -1.1215 -1.2212
C 0.0660 0.0982 -0.8755
C -1.5653 -0.1512 -0.1684
N -1.5866 -0.6815 1.1070
O 0.1652 0.9285 -1.7497
H -2.1186 -0.0573 1.7122
H 0.6824 -1.7996 -0.0171
H 0.6829 -1.7314 -1.7913
H 1.9579 -0.9125 -0.9050
H -3.1979 -1.1887 -1.0754
H -1.7020 -2.1174 -1.0818
H -1.9199 -0.7793 -2.2358
*
```

Tell me which of them is the least stable. Sure, it is *x*.

*w*
The following is a quantum chemistry calculation of a molecular structure, C6H14N2O, from the OMol25 dataset.

LUMO energy	0.53	eV
HOMO energy	-6.91	eV
M	130.2	g mol⁻¹

```
! wB97M-V def2-TZVPD RIJCOSX def2/J DEFGRID3
* xyz 0 1
C -1.8075 -0.1594 -0.0312
C 0.2438 -1.2480 1.5140
C -2.9396 -0.5018 0.7557
N -0.7089 -1.5974 0.4532
O 0.0342 -2.3507 -0.5482
H -0.5546 -2.3541 -1.3154
H -1.1717 0.6798 0.2336
H -1.8771 -0.2828 -1.1097
H -0.3348 -0.8342 2.3388
H 0.7879 -2.1296 1.8551
H 0.9338 -0.5030 1.1199
H -3.8643 -0.7297 0.2392
H -3.0834 0.0265 1.6913
H -1.6205 -2.0515 0.8958
C 1.8402 1.4285 -1.4330
C 1.6482 2.6598 0.4975
C 1.8193 0.2484 -2.0465
N 1.5551 1.5323 -0.0714
H 2.0896 2.3459 -1.9725
H 1.4288 2.7327 1.5569
H 1.9340 3.5821 -0.0229
H 1.5877 -0.6580 -1.5042
H 2.0599 0.1643 -3.0959
*
```

*x*
The following is a quantum chemistry calculation of a molecular structure, C6H14N2O, from the OMol25 dataset.

LUMO energy	0.65	eV
HOMO energy	-8.52	eV
M	130.2	g mol⁻¹

```
! wB97M-V def2-TZVPD RIJCOSX def2/J DEFGRID3
* xyz 0 1
C 0.2539 0.5017 0.0702
C -0.9588 1.1629 0.7945
C -0.5399 -1.7448 -0.8173
C 1.5219 0.9891 0.7938
C 0.3166 0.9599 -1.3950
N 0.1963 -0.9730 0.1652
N -2.3100 0.8155 0.3815
C 1.4690 -2.0197 1.0615
O 1.8536 -2.9766 0.5248
H -2.4768 1.0123 -0.5974
H -2.5081 -0.1620 0.5494
H 0.5505 -1.4171 1.5153
H -0.8498 2.2490 0.7067
H -0.8727 0.9255 1.8587
H -1.5859 -1.4428 -0.9129
H -0.0831 -1.6850 -1.8109
H -0.5160 -2.7974 -0.5218
H 2.4171 0.5833 0.3199
H 1.5279 0.6915 1.8445
H 1.5801 2.0788 0.7620
H 0.4510 2.0431 -1.4376
H 1.1568 0.4921 -1.9111
H -0.5936 0.7136 -1.9439
*
```

*y*
The following is a quantum chemistry calculation of 2 unconnected molecules or ions with the total composition C6H14N2O, from the OMol25 dataset.

LUMO energy	0.76	eV
HOMO energy	-8.67	eV
M	130.2	g mol⁻¹
structure (SMILES)	C#CN(C)N.CC(C)O

```
! wB97M-V def2-TZVPD RIJCOSX def2/J DEFGRID3
* xyz 0 1
C 0.1531 1.7788 -1.9674
C 0.6508 0.9848 -1.1926
N 1.5566 0.2449 -0.4756
C 2.5536 1.0227 0.2476
N 2.0496 -0.8680 -1.2060
H -0.1905 2.5118 -2.6433
H 3.3549 1.3910 -0.4128
H 2.0724 1.8743 0.7195
H 2.9860 0.3887 1.0223
H 2.4416 -1.5370 -0.5441
H 2.7826 -0.5891 -1.8633
C -1.9329 -1.5671 -0.1611
C -1.3522 -0.4109 0.6477
C -2.3760 0.2709 1.5352
O -0.2511 -0.8114 1.4037
H -2.7951 -1.2367 -0.7369
H -2.2447 -2.3663 0.5127
H -1.1786 -1.9493 -0.8496
H -0.9275 0.3658 -0.1224
H -2.7734 -0.4554 2.2507
H -1.9074 1.0696 2.1035
H -3.2112 0.6540 0.9509
H 0.5393 -0.7663 0.7813
*
```

*z*
The following is a quantum chemistry calculation of 2 unconnected molecules or ions with the total composition C6H14N2O, from the OMol25 dataset.

LUMO energy	0.70	eV
HOMO energy	-7.56	eV
M	130.2	g mol⁻¹
structure (SMILES)	CC(C)=CN.CC(N)=O

```
! wB97M-V def2-TZVPD RIJCOSX def2/J DEFGRID3
* xyz 0 1
C -1.1891 -1.1578 1.4574
C -0.5256 -0.9797 0.1308
C -1.2381 -1.5818 -1.0400
C 0.8483 -0.6776 0.0354
N 1.7368 -0.6320 1.1417
H -2.2515 -0.9246 1.3950
H -1.0784 -2.2049 1.7668
H -0.7367 -0.5278 2.2212
H -2.2747 -1.2468 -1.0767
H -1.2304 -2.6728 -0.9293
H -0.7517 -1.3393 -1.9846
H 1.3371 -0.9529 -0.8967
H 1.5476 0.1661 1.7408
H 1.7436 -1.4809 1.6960
C 0.5999 1.5813 -1.6967
C 0.0948 1.3521 -0.2855
N 0.7137 2.1439 0.6587
O -1.1710 1.1230 -0.0766
H 0.1752 2.5246 -2.0549
H 0.2574 0.7831 -2.3516
H 1.6901 1.6365 -1.7332
H 0.1314 2.4358 1.4286
H 1.5712 2.6324 0.4532
*
```

Tell me which of them is the least stable. Sure, it is *w*.

*w*
The following is a quantum chemistry calculation of a molecular structure, C4H10S, from the OMol25 dataset.

LUMO energy (spin up / spin down)	0.04 / 0.03	eV
HOMO energy (spin up / spin down)	-7.80 / -7.79	eV
M	90.2	g mol⁻¹

```
! wB97M-V def2-TZVPD RIJCOSX def2/J DEFGRID3
* xyz 0 1
C 0.3828 0.0656 -1.2736
C -1.4133 -1.8517 -0.5921
C 0.7202 0.7530 2.4793
C 0.9429 1.9693 2.9794
S -0.4124 -1.3399 -1.7663
H 1.3381 0.1523 -1.6777
H -0.0213 0.6753 -0.3529
H -2.1560 -2.5294 -0.9247
H -1.4057 -1.0953 0.1877
H 0.8704 0.7583 1.3771
H 0.3098 -0.0811 3.0407
H -0.7365 -1.4008 -5.2272
H 1.6210 2.6147 2.3898
H 0.5807 2.1636 4.0057
H -0.6207 -0.8537 -4.6452
*
```

*x*
The following is a quantum chemistry calculation of 2 unconnected molecules or ions with the total composition C4H10S, from the OMol25 dataset.

LUMO energy	1.06	eV
HOMO energy	-8.41	eV
M	90.2	g mol⁻¹
structure (SMILES)	C=C.CSC

```
! wB97M-V def2-TZVPD RIJCOSX def2/J DEFGRID3
* xyz 0 1
C 1.6178 1.7151 -0.9248
C 0.3369 1.8915 -1.1724
H 2.2544 1.9269 -1.7786
H 2.0408 1.6216 0.0588
H -0.0397 1.9907 -2.1807
H -0.3972 1.7370 -0.3853
C -1.4941 -0.7764 1.7441
S -1.4774 -1.9412 0.3504
C 0.1717 -1.6648 -0.2936
H -0.9994 0.1374 1.4486
H -2.5398 -0.5613 1.9215
H -1.0915 -1.2667 2.6195
H 0.1890 -1.7395 -1.3809
H 0.8784 -2.4017 0.0660
H 0.5502 -0.6686 -0.0927
*
```

Tell me which of them is the least stable. Sure, it is *w*.

*w*
The following is a quantum chemistry calculation of C4H10S in the gas phase, from the OMol25 dataset.

LUMO energy	1.10	eV
HOMO energy	-8.46	eV
M	90.2	g mol⁻¹
structure (SMILES)	CCCSC

```
! wB97M-V def2-TZVPD RIJCOSX def2/J DEFGRID3
* xyz 0 1
C -0.4618 2.5522 -0.6962
C -0.7777 1.1542 -0.1304
C 0.4490 0.5214 0.5092
S 0.3156 -1.2351 0.8715
C 0.0937 -1.9513 -0.7707
H 0.5454 2.6524 -1.1143
H -1.1789 2.8056 -1.4760
H -0.5474 3.2682 0.1136
H -1.2870 0.5139 -0.8457
H -1.5102 1.3074 0.6586
H 0.5366 0.9394 1.5159
H 1.4064 0.7484 0.0340
H 1.0398 -2.1306 -1.2964
H -0.3532 -2.9307 -0.5809
H -0.5705 -1.3313 -1.3611
*
```

*x*
The following is a quantum chemistry calculation of 2 unconnected molecules or ions with the total composition C4H10S, from the OMol25 dataset.

LUMO energy	0.96	eV
HOMO energy	-8.50	eV
M	90.2	g mol⁻¹
structure (SMILES)	C=C.CSC

```
! wB97M-V def2-TZVPD RIJCOSX def2/J DEFGRID3
* xyz 0 1
C -3.4621 -0.2640 -0.4732
C -2.8718 -1.4681 -0.3021
H -3.0958 0.7096 -0.1503
H -4.3969 -0.2082 -1.0360
H -1.7856 -1.3876 -0.2278
H -3.3710 -2.4237 -0.1793
C 2.1154 0.7947 -1.0838
S 1.8972 -0.6244 0.0673
C 1.9775 0.3551 1.6258
H 1.7942 0.3928 -2.0731
H 3.1800 0.9128 -1.3268
H 1.8622 1.7762 -0.7105
H 1.8370 -0.3237 2.5282
H 3.0571 0.5796 1.7301
H 1.2627 1.1788 1.6115
*
```

Tell me which of them is the least stable. Sure, it is *x*.